[1]
ORCA calculation (ωB97M-V with the def2-TZVPD basis set) on C4H6ClNO2 in the gas phase.

Values from the calculation:
Calculated total energy, Ha: -821.40481
Structure (SMILES): O=C1NC[C@@]1(O)CCl
E_HOMO, eV: -9.90
ΔE to the lowest compared entry with this formula, charge and spin, kJ/mol: 177.9
Frontier orbital gap, eV: 10.5
LUMO, eV: 0.555

Structure (XYZ):
```
14
Properties=species:S:1:pos:R:3:mulliken_charge:R:1
C 0.219 -0.037 -0.344 0.97
C -0.215 -1.548 -0.389 -0.45
C 0.583 0.629 0.933 -1.01
C -0.943 0.970 -0.417 0.09
H 1.650 -0.589 -1.398 0.40
H 0.737 -2.118 -0.619 0.30
H -0.920 -1.655 -1.230 0.35
H 0.585 0.014 1.747 0.34
H 1.573 1.069 0.907 0.28
H -0.972 2.156 1.475 0.18
N -0.651 1.474 0.827 -0.11
O 1.093 0.289 -1.384 -0.52
O -1.796 1.255 -1.248 -0.63
Cl -0.942 -1.909 1.138 -0.17
```


[2]
ORCA calculation (ωB97M-V with the def2-TZVPD basis set) on 2 unconnected molecules or ions with the total composition C4H10O2.

Values from the calculation:
Calculated total energy, Ha: -308.83554
Structure (SMILES): CCCC=O.O
E_HOMO, eV: -9.64
ΔE to the lowest compared entry with this formula, charge and spin, kJ/mol: 164.4
Frontier orbital gap, eV: 10.4
LUMO, eV: 0.752

Structure (XYZ):
```
16
Properties=species:S:1:pos:R:3:mulliken_charge:R:1
O -1.596 2.692 0.679 -0.45
C -1.735 2.058 -0.316 -0.13
C -1.194 0.742 -0.789 -0.48
C 0.317 0.644 -0.302 -0.39
C 0.938 -0.742 -0.835 -1.33
H -2.464 2.458 -0.980 0.37
H -1.646 -0.152 -0.242 0.26
H -1.374 0.470 -1.820 0.38
H 0.898 1.421 -0.723 0.38
H 0.430 0.638 0.792 0.26
H 1.920 -0.937 -0.436 0.34
H 1.042 -0.488 -1.870 0.42
H 0.280 -1.563 -0.739 0.36
H 1.143 -2.864 3.070 0.30
H 1.697 -1.785 2.341 0.28
O 1.344 -2.592 2.170 -0.58
```


[3]
ORCA calculation (ωB97M-V with the def2-TZVPD basis set) on 3 unconnected molecules or ions with the total composition C29H59ClN3O6PS3.

Values from the calculation:
Calculated total energy, Ha: -3751.69081
Structure (SMILES): CCCCN(CCCCP(CCCCCOC(C)=O)CCCCS(=O)(=O)Cl)C(=S)SCCC.CNC(C)=O.CNC(C)=O
E_HOMO, eV: -8.09
Frontier orbital gap, eV: 6.5
LUMO, eV: -1.598

Structure (XYZ):
```
102
Properties=species:S:1:pos:R:3:mulliken_charge:R:1
C 4.716 0.114 5.207 -0.88
C 4.263 -0.889 3.991 -0.27
C 2.692 -0.777 3.539 0.12
C 2.071 0.733 3.493 -0.58
N 2.338 1.532 2.251 0.40
C 2.037 0.811 0.966 -0.59
C 0.579 0.065 0.895 0.69
C -0.694 1.026 1.344 -0.74
C -1.998 0.786 0.359 -0.52
P -3.002 -0.775 0.824 0.41
C -2.601 -2.254 -0.361 -0.80
C -1.039 -2.810 -0.176 0.53
C -1.020 -4.451 -0.456 -0.64
C 0.389 -5.092 0.086 -0.43
C 0.250 -6.093 1.376 -0.45
O -0.978 -5.929 2.168 -0.32
C -0.746 -5.033 3.341 0.52
C -1.352 -3.508 3.445 0.01
O -0.030 -5.489 4.403 -0.55
C -4.894 -0.486 0.557 -0.79
C -5.228 0.548 -0.689 -0.60
C -5.279 -0.177 -2.165 -0.33
C -4.958 0.935 -3.345 -0.69
S -3.126 1.165 -3.681 1.03
O -2.243 -0.057 -3.263 -0.49
O -2.630 2.441 -2.905 -0.55
Cl -2.719 1.468 -5.745 -0.24
C 3.655 2.262 2.253 -0.21
S 3.641 3.881 2.875 -0.12
S 5.305 1.647 1.622 -0.12
C 5.247 1.245 -0.211 -0.45
C 5.658 -0.370 -0.334 -0.14
C 4.929 -1.101 -1.619 -0.88
H 5.199 1.070 4.709 0.15
H 5.566 -0.395 5.869 0.31
H 3.845 0.388 5.953 0.26
H 4.403 -1.997 4.415 0.40
H 5.023 -0.833 3.072 -0.07
H 2.571 -1.407 2.558 -0.13
H 2.071 -1.366 4.372 0.24
H 0.889 0.614 3.609 -0.02
H 2.387 1.417 4.416 0.42
H 2.124 1.573 0.059 0.29
H 2.864 -0.007 0.780 0.14
H 0.618 -0.889 1.602 -0.73
H 0.382 -0.370 -0.199 0.18
H -0.366 2.167 1.275 0.30
H -0.965 0.802 2.468 0.24
H -1.664 0.743 -0.769 0.20
H -2.699 1.731 0.513 0.29
H -3.357 -3.106 -0.064 0.41
H -2.694 -1.961 -1.493 0.15
H -0.604 -2.616 0.893 -0.73
H -0.398 -2.332 -1.048 0.30
H -1.991 -4.969 -0.051 0.37
H -1.004 -4.555 -1.643 0.31
H 0.839 -5.741 -0.803 0.37
H 1.153 -4.231 0.364 0.12
H 0.274 -7.208 0.971 0.27
H 1.204 -5.972 2.052 0.28
H -1.758 -3.237 4.509 0.38
H -0.480 -2.767 3.158 -0.30
H -2.200 -3.351 2.622 0.04
H -5.375 -1.525 0.250 0.23
H -5.390 -0.069 1.554 0.36
H -4.499 1.475 -0.715 0.26
H -6.311 0.991 -0.465 0.34
H -6.390 -0.564 -2.333 0.36
H -4.571 -1.133 -2.248 0.17
H -5.477 0.612 -4.364 0.43
H -5.358 1.983 -2.953 0.35
H 4.204 1.461 -0.699 0.24
H 6.035 1.894 -0.827 0.40
H 6.828 -0.414 -0.358 0.37
H 5.253 -0.871 0.667 -0.04
H 5.071 -0.530 -2.634 0.27
H 3.789 -1.372 -1.418 0.15
H 5.479 -2.153 -1.746 0.31
C 0.513 5.543 4.294 -0.91
C 0.354 5.261 5.762 0.75
O 0.368 4.117 6.212 -0.66
N 0.191 6.318 6.608 -0.16
C 0.147 7.724 6.285 -0.81
H 0.633 4.600 3.753 0.02
H -0.377 6.050 3.912 0.36
H 1.403 6.155 4.124 0.35
H 0.091 6.044 7.578 0.24
H 0.951 8.222 6.832 0.27
H -0.815 8.119 6.621 0.27
H 0.264 7.910 5.216 0.32
C -2.315 0.058 -11.686 -1.15
C -1.148 -0.627 -11.033 0.73
O -0.272 -1.190 -11.687 -0.65
N -1.073 -0.614 -9.672 -0.13
C -1.988 -0.014 -8.730 -0.83
H -2.233 -0.039 -12.773 0.28
H -3.251 -0.409 -11.368 0.32
H -2.315 1.122 -11.434 0.33
H -0.258 -1.096 -9.310 0.22
H -1.433 0.717 -8.137 0.24
H -2.361 -0.802 -8.071 0.30
H -2.828 0.478 -9.222 0.34
```


[4]
ORCA calculation (ωB97M-V with the def2-TZVPD basis set) on a molecular structure, C16H23NO3Tl.

Values from the calculation:
Calculated total energy, Ha: -1076.35270
E_HOMO (spin up / spin down), eV: -1.71 / -3.64
Total charge: -1
ΔE to the lowest compared entry with this formula, charge and spin, kJ/mol: 0.0
Frontier orbital gap (spin up / spin down), eV: 4.2 / 6.1
LUMO (spin up / spin down), eV: 2.444 / 2.474

Structure (XYZ):
```
44
Properties=species:S:1:pos:R:3:mulliken_charge:R:1
Tl -0.617 0.433 -0.981 0.63
O -0.493 0.192 1.529 -0.53
C -1.350 0.658 2.248 0.21
C -1.190 2.027 2.835 -0.74
C -1.288 1.953 4.372 -0.74
C -0.747 0.649 4.996 -0.30
C -1.742 -0.523 5.000 -0.54
C -2.081 -1.128 3.643 -0.70
N -2.449 -0.113 2.651 -0.19
H -1.936 2.728 2.449 0.41
H -0.218 2.398 2.518 0.37
H -2.325 2.089 4.693 0.31
H -0.733 2.800 4.777 0.40
H -0.487 0.854 6.037 0.38
H 0.184 0.359 4.498 -0.02
H -2.667 -0.179 5.480 0.29
H -1.350 -1.325 5.632 0.35
H -2.899 -1.841 3.742 0.35
H -1.231 -1.673 3.230 0.30
H -3.214 0.466 2.987 0.33
C 7.554 -0.318 2.609 -1.46
C 6.151 -0.227 2.086 0.41
C 5.824 0.576 0.989 -0.66
C 4.555 0.664 0.453 0.79
C 4.321 1.589 -0.710 -1.51
C 3.482 -0.107 1.026 0.29
C 2.155 -0.094 0.544 -0.04
O 1.724 0.515 -0.504 -0.83
C 3.819 -0.931 2.167 1.00
C 2.761 -1.760 2.839 -1.29
C 5.105 -0.969 2.652 -0.71
H 8.151 0.533 2.275 0.36
H 8.070 -1.224 2.270 0.26
H 7.579 -0.335 3.702 0.34
H 6.608 1.178 0.531 0.21
H 5.238 2.142 -0.928 0.34
H 3.514 2.294 -0.509 0.26
H 4.007 1.047 -1.605 0.24
H 1.399 -0.637 1.121 0.40
H 2.261 -2.433 2.136 0.36
H 1.972 -1.140 3.280 -0.13
H 3.203 -2.363 3.635 0.35
H 5.311 -1.608 3.510 0.26
O -1.693 0.064 -2.756 -0.81
```


[5]
ORCA calculation (ωB97M-V with the def2-TZVPD basis set) on a molecular structure, C8H15N.

Values from the calculation:
Calculated total energy, Ha: -368.20982
E_HOMO, eV: -8.04
ΔE to the lowest compared entry with this formula, charge and spin, kJ/mol: 952.9
Frontier orbital gap, eV: 8.2
LUMO, eV: 0.168

Structure (XYZ):
```
24
Properties=species:S:1:pos:R:3:mulliken_charge:R:1
C -2.843 0.094 0.407 -0.75
C -1.906 -1.172 0.367 -0.56
C -0.970 -1.261 -0.721 -0.70
C 0.034 -0.323 -0.430 0.31
C -0.435 1.005 -0.754 -0.65
C 0.038 2.097 -0.135 -0.66
C 1.359 -0.684 -0.011 -0.23
C 2.483 0.087 0.213 -0.72
H -2.579 1.323 0.071 0.18
H -3.152 0.301 1.765 0.24
H -4.005 -0.167 -0.240 0.21
H -2.532 -2.023 0.383 0.40
H -1.312 -0.903 1.340 0.27
H -1.495 -1.340 -1.578 0.52
H -0.623 -2.397 -0.501 0.23
H -1.237 1.079 -1.644 0.41
H -0.961 3.049 -0.025 0.15
H 0.780 2.169 0.647 0.32
H 1.829 -1.667 0.176 0.27
H 2.688 0.942 1.228 0.21
H 2.449 0.964 -0.337 0.64
H 4.208 -0.624 -1.009 0.26
H 4.467 0.085 0.721 0.34
N 3.717 -0.634 0.067 -0.70
```


[6]
ORCA calculation (ωB97M-V with the def2-TZVPD basis set) on a gas-phase ion, C6H10N (charge +1).

Values from the calculation:
Calculated total energy, Ha: -288.94876
Structure (SMILES): C[N@@H+]1C[C@]23C[C@]12C3
E_HOMO, eV: -13.96
Total charge: +1
ΔE to the lowest compared entry with this formula, charge and spin, kJ/mol: 352.4
Frontier orbital gap, eV: 10.7
LUMO, eV: -3.268

Structure (XYZ):
```
17
Properties=species:S:1:pos:R:3:mulliken_charge:R:1
C 0.447 -0.737 1.527 -0.43
C 0.277 -1.933 -0.408 -0.33
C -1.325 0.185 -0.199 -0.65
C -0.639 -1.195 0.509 0.26
C 0.796 -0.556 0.072 -0.09
C 0.357 1.995 -0.362 -0.87
N 0.063 0.562 -0.627 0.10
H 0.226 -0.003 2.296 0.24
H 1.018 -1.501 2.024 0.23
H 0.801 -2.739 0.031 0.25
H 0.100 -1.968 -1.488 0.22
H -1.756 -0.343 -1.108 0.31
H -1.879 0.803 0.481 0.35
H -0.013 2.220 0.610 0.37
H 1.468 2.079 -0.439 0.37
H -0.003 2.606 -1.322 0.31
H 0.061 0.525 -1.598 0.34
```